Formula: C53H67MgN5O2PSSiTe
Source: OMol25
Level of theory: wB97M-V/def2-TZVPD

Computed properties:
Electronic energy   -3981.3729 Ha
LUMO (alpha / beta)   0.307 / -1.139 eV
Energy relative to the best compared isomer or geometry (same formula, charge and spin)   40.0 kJ/mol
2S+1   2
Orbital gap (alpha / beta)   7.72 / 6.47 eV

```
132
Properties=species:S:1:pos:R:3:forces:R:3:mulliken_charge:R:1
H 1.968200 -1.373400 3.835300 0.0 0.0 0.0 0.474
H 0.510400 -1.338900 5.566500 0.1 0.1 0.1 0.312
H -5.299900 -0.332200 -2.997800 -0.1 0.1 0.0 0.404
H -1.736400 0.419100 3.865700 0.0 0.0 0.0 0.284
H -0.638000 -9.506100 1.046700 -0.1 -0.1 -0.2 0.434
C -0.316000 3.734200 0.484700 -0.4 0.4 0.7 -0.687
H -1.370700 1.954700 -4.169700 0.1 0.0 0.0 0.525
C 1.301000 5.080500 3.574500 0.2 0.0 -0.2 -0.697
C 0.021800 1.186200 2.951000 0.1 0.2 0.5 0.520
H 1.503200 0.446300 -4.201900 0.1 0.0 0.0 0.437
C -5.543500 -2.765600 -0.072200 -0.1 0.0 0.0 -0.875
H 0.034500 0.006000 -5.102400 0.0 0.0 0.0 0.426
C -1.833400 -3.847700 3.834700 -0.2 -0.2 -0.1 0.451
C 1.405800 -2.024200 3.169500 0.2 0.1 0.0 -0.549
N 1.748500 -0.034600 0.182400 0.4 -0.4 -0.7 0.663
H -1.595800 8.011200 1.122000 -0.1 0.0 0.0 0.429
C -1.560200 -2.001700 7.158700 0.0 0.0 -0.1 -1.653
H -1.422000 2.458100 -2.461200 0.0 0.0 0.0 0.326
H 1.148500 -1.476900 2.267100 0.1 -0.1 0.0 -0.513
H -2.011200 1.295700 2.348800 -0.1 0.0 0.1 0.124
C -1.934700 -0.654300 -3.130100 0.0 -0.1 0.1 0.369
C -3.031000 -2.702500 -3.772600 -0.1 -0.1 -0.1 -0.681
H 0.689800 4.484000 4.256800 -0.1 0.0 0.0 0.311
H 3.129400 1.635100 4.179700 0.1 0.0 0.1 0.444
C 0.938800 6.263300 -0.268100 0.0 0.5 -0.1 0.234
H -2.102900 -4.175800 -1.115500 0.0 0.0 0.0 0.948
C -3.065600 -3.798900 -0.793400 0.0 0.0 0.1 -0.184
C 2.701800 5.225800 4.160200 -0.3 0.0 -0.1 -1.310
H -4.158500 -5.465400 -1.561600 0.0 -0.1 0.0 0.462
H 2.999000 6.831200 -0.224800 0.1 0.0 0.0 0.468
C -1.842800 -7.198000 0.559600 0.0 0.1 0.0 -1.233
H 1.639200 -10.841500 1.293700 0.0 -0.1 0.0 0.377
H 2.510300 -4.812100 2.433100 0.0 0.1 0.2 -0.119
C 2.101900 -5.470800 3.204000 0.1 0.0 0.0 -0.861
C -0.156200 -2.044700 5.091400 0.0 -0.1 0.0 -0.337
Si 3.108500 -0.886200 -0.425800 0.5 -0.4 -0.5 0.363
C -4.336900 -0.794500 -3.156700 -0.1 0.0 0.0 -0.756
H -3.817300 -4.592500 3.476900 0.0 0.0 0.0 0.533
H -5.171400 -2.673200 -3.765900 -0.1 0.0 0.0 0.406
N 0.336000 0.755700 1.735600 -0.3 0.4 0.3 0.377
H 2.980400 -3.045800 -1.730900 0.2 -0.1 0.1 0.565
C -1.437800 1.288100 3.275300 0.0 -0.1 -0.1 -1.855
H 2.447900 -1.701700 -2.706900 0.0 0.1 -0.2 0.167
H -3.007500 -3.741800 5.612700 -0.1 0.0 0.0 0.419
H 3.332800 5.820800 3.502900 0.1 0.0 0.0 0.314
H -3.247300 0.942400 -2.566200 0.0 0.1 0.1 0.200
Mg -0.258000 -0.199500 0.074500 0.6 0.2 -0.8 -0.326
C -0.587500 7.752400 0.834900 -0.1 0.0 0.0 -0.779
H -1.808300 -7.706600 -0.402200 -0.1 0.0 -0.1 0.506
H -1.655800 2.184000 3.857200 0.0 0.0 0.0 0.511
H 1.908500 5.010700 1.511700 0.0 -0.1 0.2 0.534
C 1.005600 1.483200 3.878100 0.1 0.0 0.1 -0.671
H 1.382500 -2.360200 -1.468900 -0.2 -0.1 0.1 -0.152
C 1.352200 4.390200 2.215100 0.5 0.0 0.2 0.683
H -1.191700 6.003700 -0.237500 -0.1 -0.1 0.0 0.519
C 0.163300 -2.511100 3.827000 0.2 0.1 0.0 1.164
C -4.221500 -4.513800 -1.054900 0.0 -0.1 0.0 -1.213
H -2.050900 -6.141600 0.396900 -0.1 -0.1 0.0 -0.405
C -1.872400 -1.982600 -3.541900 0.1 0.1 0.0 -0.704
C -1.282000 -2.489000 5.768800 0.0 -0.1 -0.1 0.650
H -6.353100 -4.570200 -0.884000 -0.1 -0.1 0.0 0.410
H -1.892500 -0.963700 7.134300 0.0 0.1 0.1 0.285
H -2.659600 -7.631700 1.135500 -0.2 0.0 0.0 0.355
C -1.966600 -1.704000 0.075800 -1.2 -1.3 0.0 0.438
H 3.157300 4.245000 4.283600 0.1 0.0 0.0 0.197
C 2.416400 -2.117900 -1.707100 0.3 0.5 0.3 -0.748
C -0.550600 -7.381600 1.299100 -0.2 0.2 -0.1 1.330
C -2.114900 -3.382200 5.117700 0.1 0.0 0.0 -0.951
N 0.611300 3.871000 -0.545600 0.4 -0.6 0.0 0.607
H 5.128600 -1.967600 0.622200 0.2 0.0 -0.2 0.505
C -0.824600 1.961900 -3.224600 0.0 -0.2 0.2 -1.893
C -4.392800 -2.044400 0.175100 0.0 0.0 0.0 -0.386
S -1.807500 3.117800 0.159400 -0.5 -0.4 -0.1 -0.286
O -2.118900 -0.465700 -0.177200 -1.0 1.2 0.0 -0.503
N 0.011500 4.164500 1.712000 0.1 -0.3 -0.4 0.478
C 4.072300 -1.919800 0.867700 -0.4 0.4 -0.3 -1.230
C 1.316600 -6.571700 2.559100 0.1 0.3 0.2 0.976
H -2.969600 -3.736300 -4.084300 0.0 0.0 0.0 0.376
C 4.345300 0.308800 -1.255200 -0.5 -0.5 0.3 -1.265
C 1.227000 5.008400 -1.016800 0.2 0.1 0.1 0.454
H -2.327500 -2.601900 7.640600 -0.1 0.0 0.1 0.384
H 0.922300 -1.218400 -4.177300 0.0 -0.1 0.0 0.437
H -4.435200 -1.065300 0.626200 0.0 0.1 0.0 0.451
N -0.837200 -2.134300 0.503700 0.9 -0.8 0.3 0.020
C 1.783500 -7.870900 2.686000 -0.1 0.0 0.0 -0.940
C -5.455000 -4.005100 -0.684200 -0.1 -0.1 0.0 -0.620
H -0.913600 -2.468200 -3.675100 0.0 0.0 0.0 0.255
P -0.401100 0.237300 -2.702900 -0.2 0.3 -0.9 2.119
O 1.954100 4.952000 -1.982500 0.1 0.0 0.0 -0.654
H 4.975800 -0.232100 -1.951500 0.2 -0.1 -0.2 0.336
C 0.612000 -0.178600 -4.197500 0.0 0.0 0.4 -1.646
H 0.107700 2.514200 -3.363100 0.0 0.0 0.0 0.527
H 2.659200 5.713800 5.131500 0.1 0.0 0.1 0.418
C 1.998500 7.095200 0.085500 -0.1 -0.1 -0.1 -0.425
C -4.267800 -2.109100 -3.584700 0.0 -0.1 -0.1 -0.435
H 2.591000 8.857900 1.139300 0.1 0.1 0.0 0.412
C 2.344100 1.369800 3.484700 0.0 -0.1 0.0 -1.561
C -3.150600 -2.565100 -0.166800 -0.3 0.0 -0.1 0.478
H 2.699600 -8.048800 3.234900 0.1 0.0 0.0 0.304
C -0.360500 6.612700 0.084000 0.1 0.1 -0.1 0.058
H -6.505900 -2.346300 0.188200 -0.1 -0.1 0.0 0.414
H 3.688100 0.840400 1.896400 0.1 0.0 0.0 0.575
C 0.473900 8.549000 1.231200 0.0 0.0 0.0 -0.510
H 1.070200 -10.916000 2.962100 0.0 -0.1 0.0 0.307
H 0.836500 6.064200 3.465100 -0.1 0.0 0.0 0.383
C 1.658900 -10.332500 2.255000 -0.1 0.0 0.0 -1.609
C 1.765100 8.228100 0.843400 0.1 0.0 0.0 -0.548
C 1.618700 0.550800 1.351500 0.9 0.6 0.8 0.697
Te -0.137900 -4.088700 1.230100 0.5 -0.3 0.4 0.447
H 2.037600 -2.857000 2.875700 0.1 0.0 0.0 -0.449
H 1.460600 -4.895400 3.871800 0.1 0.1 0.0 0.156
H 4.991800 0.774600 -0.519400 0.2 0.1 0.2 0.317
C 0.144300 -6.307300 1.846000 -0.1 0.1 -0.2 -0.416
H -2.550900 -5.827400 3.524000 0.0 -0.1 -0.1 0.290
H -0.696200 3.983800 2.412600 0.0 0.1 -0.2 0.364
H 0.294200 9.426000 1.835900 0.0 0.1 0.0 0.414
H -0.650200 -2.049300 7.754700 0.0 0.0 0.1 0.382
H 0.756600 1.794300 4.880700 -0.1 0.1 0.1 0.562
H 1.876800 3.430700 2.305400 -0.1 0.2 -0.1 -0.728
H 2.931000 -5.873300 3.783900 0.0 0.0 0.0 0.424
C -0.069800 -8.680400 1.452200 0.1 0.0 0.2 -0.792
H 0.652100 3.078900 -1.180800 -0.1 0.3 0.0 -0.384
C -3.181000 -0.072900 -2.924800 0.1 0.0 -0.1 -0.396
H 3.845600 1.101900 -1.800900 -0.2 0.1 -0.1 0.294
H 3.992000 -1.501600 1.864100 0.0 0.1 0.3 0.379
C -0.670500 -3.432000 3.194000 -0.1 0.0 -0.1 0.605
C 2.666200 0.936500 2.227100 0.0 0.1 0.1 -0.784
C 1.111200 -8.942800 2.125300 0.0 0.1 0.0 0.778
H -2.699500 -4.764000 2.109700 -0.2 -0.1 0.1 -0.113
H 3.701300 -2.939600 0.905200 -0.2 -0.2 0.0 0.197
C -2.786100 -4.812000 3.197600 0.0 -0.1 -0.1 -1.449
H 2.684400 -10.303600 2.616900 0.1 -0.1 0.0 0.349
```
Forces are in eV/Å.